(1)
Entry from the Open Molecules 2025 dataset: 2 unconnected molecules or ions with the total composition C3H2O3 in a non-equilibrium geometry (ωB97M-V with the def2-TZVPD basis set).

Cartesian coordinates (Å):
1 C 1.25064 -0.19286 -0.32728
2 O 0.62780 -1.13918 -0.14198
3 C -2.95247 -0.59276 0.53258
4 O -2.93936 -1.72796 0.65416
5 O -2.98388 0.54423 0.39537
6 H 3.17428 0.65032 -0.21012
7 C 2.07514 0.76018 -0.48408
8 H 1.74785 1.69802 -0.41866

Atomic forces in eV per Å
C -0.04 -1.78 0.61
O -1.15 -0.77 -0.14
C -0.08 0.19 -0.13
O 0.06 -1.85 0.27
O 0.04 1.64 -0.14
H -1.69 -0.33 -0.64
C 4.26 -0.78 0.33
H -1.40 3.68 -0.17

Properties
Gap between HOMO and LUMO   10.07 eV
Energy   -341.221820 a.u.
LUMO level   0.019 Eh
Charge   0
HOMO energy   -9.5627 eV
Relative energy (zero: lowest compared OMol25 entry of this formula, charge and spin)   39.3 kJ/mol
SMILES   C=C=O.O=C=O

These are the Mulliken partial charges, in e, on atoms 1 to 6: atom 1 (C): 0.821, atom 2 (O): -0.336, atom 3 (C): 0.708, atom 4 (O): -0.344, atom 5 (O): -0.363, atom 6 (H): 0.235

---

(2)
Entry from the Open Molecules 2025 dataset: a molecular structure, C44H31CrN7O5 in a non-equilibrium geometry (ωB97M-V with the def2-TZVPD basis set).

Cartesian coordinates (Å):
1 N -1.34469 1.93896 1.84938
2 H 4.11051 -5.23164 1.42338
3 C 1.93921 -2.05074 0.22238
4 H -3.28759 -3.43614 1.13068
5 C -1.17269 1.55376 4.58908
6 O 5.62771 -8.62124 -1.18662
7 C 2.81731 -0.17834 1.65318
8 C -0.82589 3.32886 -4.20562
9 H -0.78769 -2.98994 -2.78032
10 H 0.11361 7.45686 2.42778
11 C -3.99099 -1.76794 -0.02122
12 H 0.19971 3.02956 -4.36922
13 C -1.03459 2.95916 2.66988
14 C 4.87941 -7.53934 -0.91142
15 H -0.77459 3.63946 4.71168
16 C -3.23389 -2.36934 0.97148
17 H 4.08501 -7.61934 -2.88392
18 C 1.08111 -2.50824 -0.79402
19 H 1.76421 3.02016 1.40098
20 C 0.92331 0.11696 0.17958
21 H 2.62691 -5.62224 -2.57432
22 C 2.74781 1.17896 1.89328
23 C -2.67249 3.68816 -2.64272
24 O -0.72619 0.13426 6.40708
25 Cr -0.87989 2.29556 -0.13142
26 C -1.69839 0.76486 2.39328
27 C 6.50851 -9.11484 -0.20282
28 C 4.05611 -7.08324 -1.94922
29 C -0.03619 -0.37514 -0.75242
30 H -4.45099 0.12146 -0.95372
31 C -0.83579 -2.00874 -2.33732
32 C -1.79579 0.17386 -2.11352
33 C -1.55259 0.51526 3.75908
34 C 3.25241 -5.98534 -1.77432
35 C 2.46651 -4.09024 -0.42532
36 H -5.36059 3.84756 -1.35122
37 C -3.87699 -0.39664 -0.19672
38 H -0.75699 5.52596 3.69568
39 C -0.90839 1.31236 6.17068
40 H 0.25751 4.93336 -1.03612
41 H 3.43041 1.65306 2.57968
42 C 0.05271 -1.67154 -1.30952
43 O -2.65079 3.04646 -0.38082
44 N 0.84971 1.44276 0.44918
45 H 3.54731 -0.79644 2.15018
46 C -1.62539 3.71956 -5.24882
47 C -2.94839 4.11136 -5.01752
48 C 3.25531 -5.29134 -0.55692
49 C 0.05261 5.10586 0.01278
50 N 1.43561 -3.75684 -1.17432
51 C -0.98839 2.81326 4.05378
52 H -4.47299 4.40156 -3.56912
53 H -2.40679 -1.25914 -3.58732
54 C 4.88621 -6.85034 0.30138
55 H 5.96571 -9.46834 0.67698
56 H -1.75569 -0.45374 4.18838
57 C 1.78481 1.94956 1.25128
58 H -4.58389 4.45066 0.10528
59 H -1.22819 3.72796 -6.25392
60 C 1.92281 -0.72894 0.72308
61 H 5.51321 -7.17644 1.11418
62 C -0.50159 5.42296 2.65418
63 N -0.99399 0.50306 -1.11512
64 C -2.38879 -0.20114 1.52398
65 C -2.41839 -1.57614 1.76198
66 N -3.09569 0.36376 0.54518
67 H -1.81619 -2.01124 2.54178
68 H 3.54181 -3.12164 1.12028
69 O -0.51929 2.91716 -1.92402
70 C -3.21809 3.65246 -1.30812
71 C 4.08981 -5.73664 0.46818
72 C -0.01719 6.50466 1.94168
73 O -0.91609 2.35836 6.78678
74 H -4.49679 5.38146 -1.40232
75 N -0.44419 4.06566 0.68248
76 N 2.79431 -3.08644 0.45028
77 H 0.74261 7.12906 0.01748
78 C 0.30931 6.33006 0.60048
79 H -2.52879 0.91946 -2.39012
80 C -3.45049 4.10166 -3.73912
81 C -1.31209 3.28006 -2.87432
82 H -3.57139 4.41376 -5.84482
83 C -0.66819 4.20166 2.00238
84 H -4.64889 -2.34764 -0.64622
85 C -4.49229 4.38296 -0.97632
86 C -1.73449 -1.05464 -2.76842
87 H 7.23891 -8.35794 0.09268
88 H 7.02761 -9.95074 -0.66412

Atomic forces in eV per Å
N -0.13 0.07 -0.06
H -0.02 0.03 0.12
C -0.81 -0.25 -0.64
H 0.03 -0.06 0.03
C 0.17 -0.22 1.05
O -0.23 0.09 -0.28
C -0.36 0.50 -0.23
C 0.12 -0.17 0.45
H 0.03 -0.13 -0.08
H 0.06 0.14 0.05
C 0.03 0.07 0.02
H 0.06 -0.01 0.01
C -0.07 -0.14 1.00
C -0.16 0.30 -0.03
H 0.06 0.01 0.19
C 0.05 0.17 -0.03
H -0.05 -0.05 -0.13
C 0.88 0.40 0.93
H -0.08 0.00 0.09
C 0.48 -0.25 0.31
H -0.07 -0.02 -0.09
C 0.14 -0.42 0.00
C 0.82 -0.32 -0.17
O 0.21 -1.33 0.55
Cr -0.18 0.11 -1.23
C 0.11 -0.41 0.80
C 0.22 -0.12 0.22
C 0.13 -0.22 0.10
C -0.28 -0.60 -0.57
H -0.10 -0.04 -0.14
C -0.15 0.41 -0.03
C 0.03 0.25 0.04
C 0.01 0.44 -0.78
C 0.00 0.13 0.27
C -0.23 0.45 -0.05
H -0.09 -0.09 -0.14
C -0.27 -0.35 0.12
H 0.02 -0.08 0.11
C -0.38 0.29 -2.04
H -0.03 0.01 0.01
H 0.05 0.08 0.03
C -0.07 0.60 0.24
O -0.53 0.41 -0.06
N 1.14 -0.60 0.34
H 0.14 -0.03 0.07
C -0.11 0.04 0.25
C -0.21 0.02 0.00
C 0.45 -0.50 0.07
C 0.17 0.34 -0.42
N -0.02 -0.43 -0.21
C -0.09 0.03 -1.02
H -0.11 0.04 -0.01
H -0.08 0.02 -0.02
C 0.28 -0.34 -0.04
H 0.00 0.02 0.00
H -0.04 -0.06 0.09
C -0.27 0.30 -0.04
H 0.01 -0.04 -0.01
H 0.02 0.01 -0.04
C -0.32 0.41 -0.03
H 0.06 -0.05 0.09
C -0.04 -0.13 -0.24
N 0.09 -0.63 -0.49
C -0.33 -0.43 -0.25
C 0.06 0.20 -0.05
N -0.09 0.15 0.38
H 0.08 -0.05 0.15
H 0.09 0.02 -0.06
O 0.81 -0.40 1.66
C -0.14 0.21 -0.12
C -0.33 0.14 -0.31
C 0.01 -0.30 -0.22
O 0.08 1.08 0.98
H 0.02 0.06 -0.11
N 0.21 0.96 0.57
N 0.02 -0.19 -0.04
H -0.05 0.00 -0.05
C -0.11 -0.03 0.16
H -0.05 -0.03 -0.06
C 0.07 0.05 -0.14
C -1.15 0.62 -1.00
H -0.07 0.04 -0.03
C 0.12 0.34 -0.07
H -0.13 -0.07 -0.09
C 0.16 -0.18 0.26
C 0.26 -0.33 0.09
H -0.01 0.00 0.01
H -0.01 0.02 0.05

Properties
Gap between HOMO and LUMO (spin up / spin down)   5.39 / 5.66 eV
Energy   -3499.207080 a.u.
Expectation value of S²   0.76
LUMO level (spin up / spin down)   -0.159 / -0.149 Eh
Charge   +1
HOMO energy (spin up / spin down)   -9.7235 / -9.7237 eV
2S+1   2

These are the Mulliken partial charges, in e, on atoms 1 to 6: atom 1 (N): 0.969, atom 2 (H): 0.303, atom 3 (C): -0.058, atom 4 (H): 0.476, atom 5 (C): -0.596, atom 6 (O): -0.453

---

(3)
Entry from the Open Molecules 2025 dataset: a molecular structure, C4AlF12N2O8S4 in a non-equilibrium geometry (ωB97M-V with the def2-TZVPD basis set).

Cartesian coordinates (Å):
1 S -2.59087 -2.75666 -0.35586
2 F -2.76651 -3.70388 -2.84535
3 F 1.59659 -1.58599 -0.62746
4 F -0.42437 0.31307 -1.42266
5 O -3.83292 -1.95462 -0.33671
6 O -0.10947 3.51211 2.95475
7 F 1.64245 0.78988 -2.18408
8 F -0.74290 -2.81494 -2.35042
9 F 2.36753 -2.58748 1.12374
10 N -0.02142 2.27307 0.61809
11 S 0.40147 2.84523 -0.81681
12 S 0.72547 3.50058 1.70501
13 O 1.74227 3.34253 -1.05782
14 O -0.60611 3.70881 -1.33596
15 C 2.43672 2.52661 2.27505
16 O 1.06509 4.75711 1.12559
17 C 1.26261 -1.82503 0.62270
18 N -1.36930 -1.73959 0.33967
19 F -0.14576 1.58102 -3.09545
20 F 2.25806 1.69326 3.32336
21 C 0.36789 1.25842 -1.89918
22 O -0.04941 -3.99951 -0.17806
23 F 1.12639 -0.67974 1.32815
24 F 3.30207 3.52874 2.60689
25 S -0.36295 -2.88192 0.72179
26 F -2.54087 -1.50661 -2.72492
27 C -2.10154 -2.68826 -2.29389
28 Al -2.29224 0.73601 1.52315
29 O -2.76741 -4.21201 -0.10785
30 F 2.83120 1.83317 1.21476
31 O -0.40173 -3.26338 2.14977

Atomic forces in eV per Å
S -5.95 -1.44 -1.23
F 1.39 1.70 0.90
F -0.87 0.31 0.34
F 0.26 -0.28 1.00
O 2.45 -0.49 0.37
O 2.33 -0.91 -3.02
F -2.33 0.81 1.60
F -2.59 0.32 -0.38
F -3.29 1.81 -0.49
N 1.91 1.68 1.74
S 1.35 -0.50 -4.29
S -4.23 1.09 3.72
O -0.63 -0.82 1.26
O -0.94 -0.07 0.47
C 3.82 -1.25 1.70
O 0.33 -1.15 -0.09
C 2.82 -1.88 0.79
N -1.32 -2.66 -0.40
F 0.29 0.50 1.12
F -0.49 2.00 -2.13
C 1.36 -0.28 -3.14
O -1.05 1.27 1.42
F -0.01 -0.95 -0.56
F -2.55 -2.09 -1.04
S 6.47 0.28 0.66
F 0.93 -1.48 0.43
C 0.47 -0.32 -1.06
Al 0.00 0.04 -0.13
O 1.55 3.75 0.23
F -0.58 1.20 1.08
O -0.91 -0.19 -0.86

Properties
Gap between HOMO and LUMO (spin up / spin down)   2.47 / 5.18 eV
Energy   -3896.195513 a.u.
Expectation value of S²   1.55
LUMO level (spin up / spin down)   -0.538 / -0.500 Eh
Charge   +2
HOMO energy (spin up / spin down)   -17.1155 / -18.7727 eV
2S+1   2

These are the Mulliken partial charges, in e, on atoms 1 to 6: atom 1 (S): 0.854, atom 2 (F): -0.124, atom 3 (F): -0.160, atom 4 (F): -0.187, atom 5 (O): -0.542, atom 6 (O): -0.467

---

(4)
Entry from the Open Molecules 2025 dataset: 2 unconnected molecules or ions with the total composition CH5BrSi in a non-equilibrium geometry (ωB97M-V with the def2-TZVPD basis set).

Cartesian coordinates (Å):
1 H 0.59227 1.59494 0.47599
2 Br -2.86173 0.07831 0.12115
3 H -1.24269 -1.52480 -1.49656
4 H -0.85017 -1.87109 1.18570
5 H 2.02302 1.47561 -0.81356
6 Si -0.89992 -1.12433 -0.11781
7 C 1.34335 1.01420 0.02896
8 H 1.89587 0.35717 0.61614

Atomic forces in eV per Å
H -0.72 0.78 0.44
Br 0.74 -0.24 0.16
H 0.44 -0.85 0.18
H 0.09 -0.31 -0.74
H -1.98 -1.01 1.44
Si -0.32 2.33 0.22
C 1.07 0.30 -2.88
H 0.67 -0.99 1.18

Properties
Gap between HOMO and LUMO (spin up / spin down)   8.19 / 7.88 eV
Energy   -2904.488887 a.u.
LUMO level (spin up / spin down)   -0.034 / -0.012 Eh
Charge   0
HOMO energy (spin up / spin down)   -9.1201 / -8.1984 eV
Relative energy (zero: lowest compared OMol25 entry of this formula, charge and spin)   366.0 kJ/mol

These are the Mulliken partial charges, in e, on atoms 1 to 6: atom 1 (H): 0.324, atom 2 (Br): -0.244, atom 3 (H): -0.038, atom 4 (H): -0.035, atom 5 (H): 0.215, atom 6 (Si): 0.353